Formula: C6H12S2Si
Source: the OMol25 dataset
Level of theory: the ωB97M-V functional and the def2-TZVPD basis

ORCA input file:
```
! wB97M-V def2-TZVPD RIJCOSX def2/J DEFGRID3
* xyz 0 1
S -4.173 1.342 0.126
S -4.499 -0.884 -0.079
Si 0.118 0.172 0.054
C 0.642 -1.707 0.656
C -2.492 1.392 -0.203
C -1.649 0.663 0.503
C -3.059 -1.288 0.250
C 0.476 0.351 -1.857
C 1.201 1.386 1.166
H 2.295 1.316 0.929
H 1.606 -1.606 1.027
H 1.031 -0.431 -2.227
H 1.058 1.307 -2.037
H -0.415 0.249 -2.420
H 1.029 2.365 0.880
H 0.884 1.118 2.258
H -2.037 0.271 1.552
H 0.660 -2.379 -0.118
H -2.093 1.801 -1.183
H -2.688 -2.333 0.348
H -0.030 -2.092 1.366
*
```

* E_HOMO: -8.294 eV
* LUMO energy: -0.333 eV

These are the Löwdin partial charges, in e, on atoms 1 to 4: atom 1 (S): 0.53, atom 2 (S): 0.67, atom 3 (Si): 0.66, atom 4 (C): -0.14